# 1
The following is a quantum chemistry calculation of one molecule with the formula C25H28N2O5, from the OMol25 dataset.

Geometry as XYZ:
```
60
C25H28N2O5 (the ωB97M-V functional and the def2-TZVPD basis)
C -5.980 -2.485 0.243
O -5.200 -1.875 -0.759
C -4.547 -0.725 -0.469
C -3.802 -0.167 -1.513
C -3.071 0.980 -1.319
C -3.071 1.616 -0.077
C -2.252 2.799 0.202
O -2.819 3.726 0.960
C -0.946 2.929 -0.192
C -0.128 3.999 0.312
O -0.516 4.955 0.979
C 1.304 3.672 -0.072
O 2.311 4.298 0.174
N 1.249 2.506 -0.760
C 2.420 1.844 -1.273
C 3.140 1.025 -0.184
N 4.068 0.098 -0.804
C 5.296 -0.140 -0.064
C 5.083 -1.079 1.130
O 4.532 -2.312 0.711
C 3.308 -2.116 0.036
C 3.473 -1.178 -1.168
C -0.081 1.944 -0.930
C -0.182 0.539 -0.381
C -0.295 -0.552 -1.229
C -0.391 -1.833 -0.718
C -0.374 -2.056 0.652
C -0.456 -3.445 1.206
C -0.249 -0.960 1.499
C -0.153 0.321 0.991
C -3.853 1.087 0.946
C -4.575 -0.076 0.763
H -5.372 -2.770 1.107
H -6.399 -3.380 -0.214
H -6.795 -1.831 0.570
H -3.817 -0.664 -2.470
H -2.526 1.411 -2.142
H -2.145 4.436 1.153
H 3.105 2.604 -1.657
H 2.121 1.189 -2.092
H 3.688 1.718 0.457
H 2.382 0.522 0.433
H 5.707 0.812 0.270
H 6.005 -0.606 -0.756
H 6.032 -1.322 1.611
H 4.415 -0.604 1.866
H 2.979 -3.104 -0.290
H 2.560 -1.706 0.733
H 2.500 -1.011 -1.632
H 4.138 -1.651 -1.897
H -0.309 1.924 -2.007
H -0.317 -0.401 -2.299
H -0.484 -2.671 -1.393
H 0.547 -3.848 1.346
H -0.992 -4.103 0.525
H -0.956 -3.448 2.171
H -0.227 -1.114 2.568
H -0.055 1.161 1.663
H -3.876 1.587 1.902
H -5.153 -0.468 1.584
```

SMILES string   COc1ccc(/C(O)=C2/C(=O)C(=O)N(CCN3CCOCC3)[C@H]2c2ccc(C)cc2)cc1
E_HOMO   -8.159 eV
E   -39597.000 eV
Max |F|   0.84 eV/Å

# 2
The following is a quantum chemistry calculation of a 2-piece molecular cluster, C2HBrO overall at a distorted geometry, from the OMol25 dataset.

Geometry as XYZ:
```
5
C2HBrO (the ωB97M-V functional and the def2-TZVPD basis)
C -2.302 -1.224 1.849
C -0.656 -1.725 -0.394
O -1.535 -0.583 2.379
Br 1.036 -1.823 0.277
H -1.292 -2.251 0.314
```

E_HOMO   -9.185 eV
E   -74175.763 eV
Max |F|   1.11 eV/Å

Q: Among the records above, which one has the highest E?
A: C25H28N2O5

Copy entry 1 word for word.
The following is a quantum chemistry calculation of one molecule with the formula C25H28N2O5, from the OMol25 dataset.

Geometry as XYZ:
```
60
C25H28N2O5 (the ωB97M-V functional and the def2-TZVPD basis)
C -5.980 -2.485 0.243
O -5.200 -1.875 -0.759
C -4.547 -0.725 -0.469
C -3.802 -0.167 -1.513
C -3.071 0.980 -1.319
C -3.071 1.616 -0.077
C -2.252 2.799 0.202
O -2.819 3.726 0.960
C -0.946 2.929 -0.192
C -0.128 3.999 0.312
O -0.516 4.955 0.979
C 1.304 3.672 -0.072
O 2.311 4.298 0.174
N 1.249 2.506 -0.760
C 2.420 1.844 -1.273
C 3.140 1.025 -0.184
N 4.068 0.098 -0.804
C 5.296 -0.140 -0.064
C 5.083 -1.079 1.130
O 4.532 -2.312 0.711
C 3.308 -2.116 0.036
C 3.473 -1.178 -1.168
C -0.081 1.944 -0.930
C -0.182 0.539 -0.381
C -0.295 -0.552 -1.229
C -0.391 -1.833 -0.718
C -0.374 -2.056 0.652
C -0.456 -3.445 1.206
C -0.249 -0.960 1.499
C -0.153 0.321 0.991
C -3.853 1.087 0.946
C -4.575 -0.076 0.763
H -5.372 -2.770 1.107
H -6.399 -3.380 -0.214
H -6.795 -1.831 0.570
H -3.817 -0.664 -2.470
H -2.526 1.411 -2.142
H -2.145 4.436 1.153
H 3.105 2.604 -1.657
H 2.121 1.189 -2.092
H 3.688 1.718 0.457
H 2.382 0.522 0.433
H 5.707 0.812 0.270
H 6.005 -0.606 -0.756
H 6.032 -1.322 1.611
H 4.415 -0.604 1.866
H 2.979 -3.104 -0.290
H 2.560 -1.706 0.733
H 2.500 -1.011 -1.632
H 4.138 -1.651 -1.897
H -0.309 1.924 -2.007
H -0.317 -0.401 -2.299
H -0.484 -2.671 -1.393
H 0.547 -3.848 1.346
H -0.992 -4.103 0.525
H -0.956 -3.448 2.171
H -0.227 -1.114 2.568
H -0.055 1.161 1.663
H -3.876 1.587 1.902
H -5.153 -0.468 1.584
```

SMILES string   COc1ccc(/C(O)=C2/C(=O)C(=O)N(CCN3CCOCC3)[C@H]2c2ccc(C)cc2)cc1
E_HOMO   -8.159 eV
E   -39597.000 eV
Max |F|   0.84 eV/Å